Record 1
C30H24AgBrN8O5 as an isolated structure, computed with the ωB97M-V functional and the def2-TZVPD basis.

Each line ends with the Löwdin charge.
Element x y z (Å)
Ag 18.37464 0.68188 9.56417  0.78
C 21.18775 6.00365 11.23746  -0.14
O 20.64382 4.96653 10.47146  -0.09
C 21.48947 3.93469 10.18165  -0.23
C 22.80348 3.88896 10.54429  -0.09
C 23.62018 2.81261 10.18381  -0.16
C 23.05914 1.77244 9.48058  -0.12
C 21.71770 1.75765 9.07719  -0.16
C 21.31042 0.59931 8.27950  -0.14
N 20.14645 0.05653 8.24166  -0.07
N 20.03429 -1.15256 7.51593  0.02
C 18.76694 -1.39934 7.14520  -0.52
O 17.81377 -0.57901 7.24230  -0.13
C 18.48430 -2.78871 6.68494  -0.14
C 19.49042 -3.71728 6.35205  -0.04
C 19.16771 -5.02069 5.98827  -0.12
C 17.84548 -5.44155 5.85486  -0.11
C 16.83869 -4.49287 6.17237  -0.09
C 17.15517 -3.18783 6.55427  -0.03
C 20.83179 2.85230 9.43901  -0.36
O 19.60251 2.95307 9.16267  -0.10
H 20.38030 6.74010 11.35603  0.09
H 22.07483 6.46651 10.77535  0.08
H 21.52752 5.65187 12.23713  0.09
H 23.21288 4.64267 11.19542  0.08
H 24.63881 2.77935 10.50754  0.06
H 23.63566 0.87531 9.21952  0.10
H 22.11610 0.10444 7.69831  0.11
H 20.50658 -3.40634 6.43933  0.09
H 19.98933 -5.69081 5.77341  0.08
H 17.57310 -6.46928 5.65674  0.08
H 15.81211 -4.79139 6.03439  0.08
H 16.36077 -2.46046 6.71361  0.11
N 15.43341 1.05047 7.80890  0.20
C 15.19895 1.69478 8.94379  -0.48
N 13.93926 1.93440 9.27899  0.17
C 13.79299 2.53985 10.45457  -0.47
N 12.51408 2.80300 10.86818  0.12
N 14.76195 2.92519 11.27937  0.17
C 15.98052 2.55881 10.84315  -0.29
N 16.26836 2.02748 9.69051  0.15
C 17.13853 2.80662 11.75788  -0.19
C 17.14927 3.83695 12.68311  -0.02
C 18.26075 4.04150 13.48045  -0.07
C 19.35193 3.20824 13.29373  -0.07
C 19.26314 2.20186 12.36833  -0.13
N 18.18806 2.00215 11.62502  0.10
H 14.62685 0.66334 7.37284  0.09
H 16.35951 0.60898 7.63374  0.07
H 11.83644 2.20640 10.42748  0.08
H 12.38822 2.92784 11.86875  0.09
H 16.27295 4.47733 12.76872  0.10
H 18.28989 4.86306 14.18860  0.10
H 20.23167 3.30365 13.90554  0.10
H 20.10033 1.51417 12.17924  0.13
Br 16.43699 -5.05599 10.65338  0.72
C 15.12245 -3.97670 9.79907  -0.61
C 14.27520 -4.68183 8.94644  -0.19
C 13.25678 -4.05508 8.28534  -0.13
C 13.07865 -2.68912 8.44694  -0.11
C 13.91841 -1.99732 9.29510  -0.05
C 14.98088 -2.59987 10.00294  -0.12
C 15.77198 -1.64938 10.98842  -0.69
O 16.34131 -2.21009 11.94126  -0.07
O 15.70924 -0.46763 10.66615  -0.04
H 14.48066 -5.73076 8.83153  0.07
H 12.57245 -4.59651 7.62099  0.09
H 12.30122 -2.10458 7.93145  0.10
H 13.78311 -0.91510 9.44655  0.10

Properties
molar mass	764.345	g mol⁻¹
ΔE to the lowest compared entry with this formula, charge and spin	0.0	kcal per mole
orbital gap	5.65	eV
strongest force on any atom	2.2	eV Å⁻¹
total charge	-2


Record 2
C30H24BrClO2PPd as an isolated structure, computed with the ωB97M-V functional and the def2-TZVPD basis.

Each line ends with the Löwdin charge.
Element x y z (Å)
C -0.62070 -2.46158 2.86529  -0.19
C -0.18449 -1.13074 2.79706  -0.21
C -1.21431 -0.36649 2.22338  -0.25
H 0.79126 -0.75407 3.07668  0.10
C -2.29213 -1.21650 1.94733  -0.21
C -1.92956 -2.51488 2.34452  -0.20
H -2.56276 -3.40170 2.29579  0.13
H -0.02763 -3.29484 3.23488  0.13
H -1.19900 0.70371 2.06375  0.09
H -3.25793 -0.89314 1.56101  0.13
Pd -0.65185 -1.77507 0.99695  1.16
Cl -1.11324 0.14995 -1.31333  0.34
P 0.29090 1.33759 -0.38982  0.67
C -0.69532 2.56177 0.52517  -0.37
C -0.02934 3.57187 1.25349  -0.09
H 1.04069 3.49760 1.45481  0.11
C -0.72706 4.67949 1.72670  -0.07
H -0.17744 5.45095 2.26269  0.11
C -2.10112 4.79334 1.51192  -0.07
H -2.62614 5.67760 1.86177  0.11
C -2.78767 3.76030 0.86544  -0.07
H -3.86840 3.82518 0.74288  0.11
C -2.10067 2.65000 0.37953  -0.11
H -2.66869 1.85526 -0.10360  0.07
C 1.87496 1.23286 0.50572  -0.32
C 1.88113 1.17317 1.91961  -0.15
H 0.94477 1.18438 2.49442  0.09
C 3.07405 1.16149 2.63004  -0.09
H 3.06776 0.87677 3.68426  0.11
C 4.26630 1.53346 2.00510  -0.07
H 5.18712 1.63726 2.58445  0.11
C 4.26153 1.76677 0.62344  -0.07
H 5.17272 2.10993 0.13207  0.11
C 3.10490 1.53585 -0.12811  -0.07
H 3.15503 1.64008 -1.20858  0.10
C 0.76184 2.18466 -1.93651  -0.38
C 0.61342 3.56176 -2.10708  -0.06
H 0.20299 4.17493 -1.30702  0.10
C 0.96510 4.14951 -3.32310  -0.07
H 0.81179 5.21830 -3.44620  0.11
C 1.46379 3.36996 -4.36567  -0.07
H 1.68809 3.83442 -5.32230  0.11
C 1.64471 1.99455 -4.18947  -0.07
H 2.03259 1.37912 -4.99941  0.11
C 1.28461 1.39997 -2.98451  -0.13
H 1.39656 0.32440 -2.86120  0.10
Br -2.19970 -2.87602 -2.56815  0.91
C -1.92233 -4.47263 -1.58598  -0.55
C -2.88090 -5.48165 -1.63788  -0.09
C -2.63144 -6.73628 -1.07011  0.00
C -1.41429 -6.96958 -0.42505  -0.02
C -0.44800 -5.96762 -0.35890  0.02
C -0.70038 -4.69767 -0.91178  -0.12
C 0.39693 -3.66506 -0.91157  -0.53
O 1.49519 -3.92996 -1.35099  0.24
O 0.01789 -2.42552 -0.55046  -0.32
H -3.80570 -5.31315 -2.17942  0.11
H -3.36776 -7.53364 -1.16708  0.13
H -1.20254 -7.94128 0.01401  0.12
H 0.51985 -6.13913 0.11912  0.14

Properties
⟨S²⟩	6.03
molar mass	669.271	g mol⁻¹
ΔE to the lowest compared entry with this formula, charge and spin	83.7	kcal per mole
orbital gap (alpha / beta)	4.74 / 3.40	eV
strongest force on any atom	8.2	eV Å⁻¹
2S+1	5
total charge	+1


Number 1: electronic energy -127702.2257 eV. Number 2: electronic energy -130914.1479 eV.